(P)
Computed, not measured: 3 unconnected molecules or ions with the total composition C3H12NO3, with ωB97M-V/def2-TZVPD.

Summary:
E_HOMO	-3.67	eV
HOMO-LUMO gap	7.53	eV
LUMO	3.86	eV
total charge	-1

The geometry in XYZ format:
```
19
C3H12NO3 (ωB97M-V/def2-TZVPD)
C 0.755 0.914 2.099
N -0.153 0.081 1.373
C -0.701 0.540 0.050
O -0.519 -0.346 -0.933
C 2.242 0.617 1.917
H 0.490 0.897 3.180
H 0.514 1.958 1.896
H 0.153 -0.876 1.312
H -1.766 0.747 0.263
H -0.239 1.525 -0.104
H 2.480 -0.421 2.212
H 2.426 0.693 0.845
H 2.860 1.226 2.571
H 0.282 0.214 -2.178
H 1.718 0.716 -2.592
O 0.878 0.452 -2.971
H -1.691 -1.864 -1.287
H -2.921 -1.193 -0.794
O -2.570 -2.097 -0.907
```

***

(Q)
Computed, not measured: a molecular structure, C3H12NO3, with ωB97M-V/def2-TZVPD.

Summary:
E_HOMO	-4.17	eV
HOMO-LUMO gap	8.24	eV
LUMO	4.07	eV
total charge	-1

The geometry in XYZ format:
```
19
C3H12NO3 (ωB97M-V/def2-TZVPD)
C -1.999 -0.458 -0.010
N -1.302 0.092 1.249
C -0.588 1.345 0.952
C 0.870 1.170 1.503
O 1.425 -0.090 1.186
H -1.729 -1.496 -0.166
H -1.755 0.184 -0.848
H -3.033 -0.440 0.341
H -0.468 -0.513 1.249
H -0.949 2.262 1.431
H -0.363 1.568 -0.099
H 0.871 1.023 2.600
H 1.493 1.991 1.133
H 1.005 -2.016 -0.657
H 1.348 -0.450 -0.040
O 1.393 -1.202 -0.949
H 0.565 -0.184 -2.191
H -0.289 -1.140 -2.962
O 0.066 -0.259 -3.042
```

***

(R)
Computed, not measured: 3 unconnected molecules or ions with the total composition C3H12NO3, with ωB97M-V/def2-TZVPD.

Summary:
E_HOMO	-3.73	eV
HOMO-LUMO gap	7.81	eV
LUMO	4.08	eV
total charge	-1

The geometry in XYZ format:
```
19
C3H12NO3 (ωB97M-V/def2-TZVPD)
C 0.435 1.430 1.550
N 1.431 0.356 1.306
C 1.748 0.282 -0.091
C 0.833 -0.516 -0.975
O 0.397 -1.501 -0.169
H 0.542 1.969 2.499
H -0.493 0.944 1.424
H 0.366 2.126 0.658
H 1.106 -0.584 1.564
H 2.639 -0.197 -0.154
H 2.069 1.343 -0.580
H 1.491 -1.145 -1.700
H 0.093 -0.107 -1.601
H -2.114 -2.270 0.540
H -1.013 -1.483 -0.169
O -2.114 -1.718 -0.148
H -2.027 0.987 -1.319
H -2.623 -0.322 -1.033
O -2.766 0.403 -1.602
```

***

Best to worst by energy: (P), (Q), (R).

***

(P)
Computed, not measured: 2 unconnected molecules or ions with the total composition C3H5FN2, with ωB97M-V/def2-TZVPD.

Summary:
E_HOMO	-8.73	eV
HOMO-LUMO gap	9.42	eV
LUMO	0.68	eV
total charge	0

The geometry in XYZ format:
```
11
C3H5FN2 (ωB97M-V/def2-TZVPD)
C -2.083 0.859 0.721
C 0.958 -0.749 0.172
C 2.088 -0.436 -0.526
N -1.864 0.222 -0.356
N -1.355 -0.315 -1.224
F 2.842 0.657 -0.238
H -2.763 0.649 1.444
H -1.346 1.613 0.887
H 0.468 -1.628 -0.217
H 0.443 0.093 0.660
H 2.612 -0.965 -1.324
```

***

(Q)
Computed, not measured: 2 unconnected molecules or ions with the total composition C3H5FN2, with ωB97M-V/def2-TZVPD.

Summary:
E_HOMO (alpha / beta)	-8.11 / -8.10	eV
HOMO-LUMO gap (alpha / beta)	8.61 / 8.60	eV
LUMO (alpha / beta)	0.50 / 0.50	eV
total charge	0

The geometry in XYZ format:
```
11
C3H5FN2 (ωB97M-V/def2-TZVPD)
C -0.829 -0.522 1.572
C -1.801 -0.841 0.927
C 1.214 0.236 -0.831
N -0.082 0.435 -1.082
N -0.975 -0.319 -1.729
F -0.591 -1.666 -1.760
H -0.180 -0.182 2.318
H -2.779 -0.947 0.586
H 1.984 0.980 -0.675
H 1.456 -0.830 -0.992
H -0.677 1.235 -0.720
```

***

Best to worst by energy: (P), (Q).

***

(P)
Computed, not measured: a gas-phase ion, C5H13N4 (charge +1), with ωB97M-V/def2-TZVPD.

Summary:
E_HOMO (alpha / beta)	-11.03 / -11.04	eV
HOMO-LUMO gap (alpha / beta)	7.90 / 7.90	eV
LUMO (alpha / beta)	-3.14 / -3.14	eV
total charge	+1

The geometry in XYZ format:
```
22
C5H13N4 (ωB97M-V/def2-TZVPD)
C 0.879 -0.625 1.423
C 1.154 0.405 0.475
C -0.125 -1.423 1.848
C 0.090 -2.630 2.849
C -0.269 1.309 -3.267
N 0.679 1.250 -0.449
N -0.557 1.597 -0.882
N -1.408 -1.296 1.490
N -0.440 2.220 -2.174
H 1.787 -0.788 1.999
H 2.257 0.615 0.439
H 0.397 -2.281 3.821
H 0.973 -3.302 2.512
H -0.819 -3.222 3.005
H 0.661 0.870 -3.262
H -1.039 0.508 -3.142
H -0.344 1.763 -4.202
H 1.371 1.842 -0.796
H -2.081 -1.822 1.900
H -1.886 -0.444 0.957
H 0.202 2.912 -2.270
H -1.483 2.542 -2.273
```

***

(Q)
Computed, not measured: 2 unconnected molecules or ions with the total composition C5H13N4, with ωB97M-V/def2-TZVPD.

Summary:
E_HOMO (alpha / beta)	-13.13 / -13.13	eV
HOMO-LUMO gap (alpha / beta)	8.66 / 8.66	eV
LUMO (alpha / beta)	-4.47 / -4.47	eV
total charge	+1

The geometry in XYZ format:
```
22
C5H13N4 (ωB97M-V/def2-TZVPD)
C -1.779 0.646 -0.200
C -1.320 0.736 1.265
C 0.638 -0.538 0.863
C 0.432 -0.485 -0.657
C 1.243 -1.421 -1.598
N 1.011 2.145 0.008
N 1.514 1.214 -0.677
N -0.828 -0.130 -0.989
N 0.044 0.627 1.480
H -2.644 0.086 -0.217
H -1.838 1.759 -0.682
H -1.829 1.658 1.655
H -1.820 -0.139 1.843
H -0.013 -1.419 1.163
H 1.751 -0.766 1.269
H 2.259 -1.045 -1.839
H 0.641 -1.327 -2.584
H 1.212 -2.441 -1.028
H 0.199 2.517 -0.530
H -1.121 -0.502 -1.896
H 2.369 0.750 -0.187
H 0.366 0.855 2.390
```

***

(R)
Computed, not measured: a gas-phase ion, C5H13N4 (charge +1), with ωB97M-V/def2-TZVPD.

Summary:
E_HOMO	-13.58	eV
HOMO-LUMO gap	10.57	eV
LUMO	-3.01	eV
total charge	+1

The geometry in XYZ format:
```
22
C5H13N4 (ωB97M-V/def2-TZVPD)
C -1.352 -1.776 -0.670
C -0.371 0.447 0.033
C 1.087 0.554 0.545
C 1.761 1.885 0.750
C 0.350 -0.729 -1.983
N -1.825 -2.163 0.491
N -0.563 -0.753 -0.848
N 1.628 -0.498 0.893
N -1.341 0.414 1.043
H -1.350 -2.349 -1.580
H -0.514 1.222 -0.648
H 1.487 2.509 -0.031
H 2.752 1.799 0.678
H 1.368 2.377 1.728
H 0.786 -1.696 -2.013
H -0.040 -0.437 -2.907
H 1.022 0.059 -1.737
H -1.653 -1.655 1.412
H 2.629 -0.393 1.071
H -2.296 -3.080 0.589
H -1.082 1.169 1.726
H -2.325 0.643 0.831
```

***

Best to worst by energy: (R), (Q), (P).

***

(P)
Computed, not measured: a single C5H14N2O molecule, with ωB97M-V/def2-TZVPD.

Summary:
E_HOMO	-9.19	eV
HOMO-LUMO gap	10.14	eV
LUMO	0.95	eV
total charge	0

The geometry in XYZ format:
```
22
C5H14N2O (ωB97M-V/def2-TZVPD)
C -0.070 0.533 0.873
C -0.424 1.271 -0.422
C 1.283 -0.321 0.847
C -1.203 -0.281 1.502
C 1.332 -1.531 -0.064
N -1.582 0.647 -1.206
N 0.595 1.517 -1.396
O -1.116 -0.607 -1.780
H -1.855 -1.207 -1.566
H -1.677 1.243 -2.033
H 0.160 1.325 1.600
H -0.805 2.251 -0.112
H 0.720 0.657 -1.930
H 1.449 1.853 -0.964
H 1.448 -0.659 1.878
H 2.133 0.336 0.627
H -1.440 -1.181 0.929
H -2.108 0.327 1.602
H -0.920 -0.615 2.505
H 2.235 -2.115 0.145
H 0.474 -2.192 0.083
H 1.370 -1.249 -1.118
```

***

(Q)
Computed, not measured: a single C5H14N2O molecule, with ωB97M-V/def2-TZVPD.

Summary:
E_HOMO	-8.75	eV
HOMO-LUMO gap	9.73	eV
LUMO	0.97	eV
total charge	0

The geometry in XYZ format:
```
22
C5H14N2O (ωB97M-V/def2-TZVPD)
C -0.698 0.840 0.711
N -0.340 -0.550 0.422
C -1.343 -1.418 -0.204
C -0.828 -1.930 -1.517
O -1.813 -2.750 -2.220
C 0.472 1.775 0.470
N 1.580 1.574 1.361
C 2.734 2.368 0.990
H -1.488 1.090 0.009
H -1.083 0.981 1.731
H 0.170 -1.026 1.147
H -2.328 -0.945 -0.246
H -1.560 -2.237 0.487
H -0.626 -1.193 -2.273
H 0.052 -2.542 -1.347
H -2.425 -3.169 -1.582
H 0.725 1.675 -0.599
H 0.070 2.774 0.617
H 1.814 0.593 1.433
H 3.534 2.165 1.687
H 3.087 2.196 -0.039
H 2.514 3.439 1.058
```

***

Best to worst by energy: (Q), (P).